{
  "formula": "C11H19FeNSi",
  "method": "ωB97M-V/def2-TZVPD",
  "spin_multiplicity": 6,
  "lumo_ev": [3.51, 3.44],
  "s_squared": 8.822,
  "charge": -1,
  "de_lowest_kj_mol": 153.4,
  "orbital_gap_ev": [3.3, 6.3],
  "symbols": ["C", "C", "C", "C", "C", "Fe", "C", "C", "C", "N", "H", "H", "H", "H", "H", "H", "H", "H", "H", "H", "C", "Si", "C", "C", "H", "H", "H", "H", "H", "H", "H", "H", "H"],
  "coordinates": [[1.848, -1.130, -2.461], [0.435, -1.259, -2.680], [-0.117, -1.945, -1.535], [0.960, -2.254, -0.623], [2.176, -1.771, -1.208], [0.808, -0.271, -0.941], [-0.745, 1.207, -0.526], [0.452, 1.432, -1.370], [0.894, 2.327, -2.269], [1.799, 0.249, 0.169], [-1.176, -2.209, -1.408], [-0.126, -0.946, -3.575], [0.878, -2.832, 0.291], [3.165, -1.924, -0.822], [2.585, -0.716, -3.164], [-1.651, 0.980, -1.117], [2.505, 0.609, 0.797], [-0.950, 2.160, 0.022], [0.234, 3.103, -2.654], [1.920, 2.299, -2.645], [0.258, 0.972, 2.698], [-0.986, 0.425, 1.421], [-1.249, -1.429, 1.584], [-2.636, 1.177, 1.965], [1.132, 0.312, 2.640], [-0.142, 0.917, 3.727], [0.595, 2.005, 2.544], [-1.983, -1.668, 2.370], [-1.624, -1.869, 0.663], [-0.320, -1.957, 1.864], [-2.743, 1.199, 3.069], [-2.728, 2.210, 1.613], [-3.467, 0.594, 1.563]],
  "atomic_forces_ev_per_a": [[0.69, -2.08, -1.08], [0.01, -1.29, -1.15], [-0.31, -1.33, -0.83], [0.35, -1.83, -1.37], [0.01, -2.23, -1.84], [-4.28, -0.61, -0.55], [-1.98, 1.59, 1.29], [-0.17, 3.20, -2.25], [-1.13, -0.23, 1.03], [5.46, 3.04, 6.91], [0.64, 0.19, -0.09], [0.41, -0.04, 0.70], [0.05, 0.34, -0.12], [0.07, 0.25, 0.20], [-0.57, -0.01, 0.56], [0.10, 0.08, 0.31], [0.56, 0.17, 0.54], [-0.12, 0.21, -0.48], [0.09, 0.61, -0.03], [-0.28, -0.20, -0.16], [0.31, 0.17, 0.42], [0.47, -0.07, -1.27], [0.16, -0.55, 0.56], [-0.06, 0.22, 0.15], [-0.10, 0.23, -0.05], [-0.09, -0.03, -0.35], [0.01, -0.20, -0.07], [0.09, 0.24, -0.09], [0.02, -0.02, -0.04], [-0.34, 0.30, -0.24], [0.17, -0.13, -0.53], [-0.11, -0.05, 0.00], [-0.11, 0.08, -0.06]]
}

{
  "formula": "C21H52N2O17P5",
  "method": "ωB97M-V/def2-TZVPD",
  "lumo_ev": -4.82,
  "charge": 1,
  "orbital_gap_ev": 6.0,
  "symbols": ["C", "C", "P", "C", "C", "C", "C", "N", "N", "C", "C", "O", "C", "H", "H", "H", "H", "H", "H", "H", "H", "H", "H", "H", "H", "H", "H", "H", "H", "C", "O", "P", "O", "O", "C", "O", "C", "H", "H", "H", "H", "H", "H", "H", "H", "H", "C", "O", "P", "O", "O", "C", "O", "C", "H", "H", "H", "H", "H", "H", "H", "H", "H", "C", "O", "P", "O", "O", "C", "O", "C", "H", "H", "H", "H", "H", "H", "H", "H", "H", "C", "O", "P", "O", "O", "C", "O", "C", "H", "H", "H", "H", "H", "H", "H", "H", "H"],
  "coordinates": [[0.504, -5.842, 0.390], [1.603, -4.950, 1.006], [3.148, -4.730, 0.005], [3.928, -6.408, -0.137], [2.669, -4.179, -1.717], [1.735, -4.880, -2.449], [1.429, -4.375, -3.706], [2.057, -3.287, -4.084], [2.981, -2.588, -3.474], [3.305, -3.021, -2.265], [4.370, -2.225, -1.533], [3.808, -1.224, -0.746], [3.904, 0.073, -1.343], [0.864, -6.825, 0.089], [-0.231, -6.023, 1.177], [-0.050, -5.346, -0.403], [1.169, -3.978, 1.229], [1.942, -5.425, 1.926], [4.926, -6.319, 0.282], [3.978, -6.756, -1.165], [3.372, -7.085, 0.511], [1.259, -5.774, -2.083], [0.691, -4.833, -4.347], [1.787, -2.942, -4.999], [5.041, -1.847, -2.309], [4.950, -2.933, -0.943], [4.884, 0.261, -1.780], [3.750, 0.796, -0.547], [3.114, 0.180, -2.089], [2.740, 8.838, -1.852], [3.345, 7.956, -0.884], [2.711, 6.448, -0.742], [1.468, 6.674, 0.043], [3.959, 5.933, 0.120], [4.425, 6.695, 1.233], [2.541, 4.934, -1.333], [1.571, 4.760, -2.387], [3.334, 9.747, -1.886], [2.735, 8.384, -2.843], [1.722, 9.084, -1.549], [3.601, 7.182, 1.755], [5.152, 7.435, 0.904], [4.916, 6.007, 1.918], [1.743, 5.460, -3.204], [0.563, 4.896, -1.994], [1.672, 3.748, -2.768], [-0.843, 1.395, 1.169], [-2.163, 1.817, 1.555], [-2.356, 3.442, 1.926], [-1.842, 3.347, 3.336], [-3.965, 3.312, 1.886], [-4.588, 2.166, 2.455], [-2.510, 5.072, 1.856], [-1.264, 5.797, 1.729], [-0.903, 0.351, 0.870], [-0.476, 1.980, 0.325], [-0.160, 1.491, 2.014], [-4.051, 1.816, 3.337], [-4.649, 1.369, 1.713], [-5.600, 2.440, 2.747], [-0.683, 5.422, 0.889], [-0.684, 5.712, 2.646], [-1.497, 6.842, 1.549], [-3.560, -0.028, -5.282], [-2.245, -0.210, -4.711], [-1.817, 0.811, -3.497], [-1.491, 2.067, -4.217], [-0.546, -0.091, -3.086], [0.368, -0.474, -4.093], [-2.019, 1.297, -1.963], [-3.276, 1.976, -1.726], [-3.726, -0.831, -5.995], [-4.329, -0.076, -4.512], [-3.611, 0.930, -5.800], [0.518, 0.326, -4.820], [0.028, -1.383, -4.598], [1.324, -0.676, -3.613], [-4.099, 1.339, -2.049], [-3.305, 2.926, -2.259], [-3.380, 2.175, -0.664], [-3.623, -4.108, 2.612], [-3.568, -4.705, 3.914], [-2.872, -3.805, 5.106], [-1.429, -3.965, 4.747], [-3.385, -4.748, 6.285], [-3.246, -6.163, 6.186], [-2.835, -2.531, 6.113], [-2.593, -1.252, 5.492], [-4.160, -4.789, 1.956], [-4.145, -3.151, 2.619], [-2.602, -3.979, 2.246], [-2.327, -6.438, 5.670], [-4.108, -6.590, 5.676], [-3.212, -6.558, 7.199], [-3.314, -1.051, 4.699], [-1.583, -1.233, 5.085], [-2.682, -0.481, 6.252]],
  "atomic_forces_ev_per_a": [[-0.25, 0.19, 0.97], [-0.56, -0.89, -1.56], [1.08, 1.22, 1.33], [-0.63, 0.42, -0.08], [-0.04, -0.81, 0.83], [0.30, 0.56, -0.47], [-0.07, -0.67, 1.17], [-0.67, 0.13, -1.61], [0.16, -0.24, 0.61], [-0.39, -0.27, -0.07], [0.19, -0.57, -0.69], [0.39, 0.08, 0.01], [-0.45, 0.00, 0.26], [0.09, 0.04, -0.22], [-0.08, -0.09, -0.05], [0.14, -0.03, -0.18], [0.28, 0.15, 0.18], [0.20, 0.25, 0.12], [0.12, 0.02, -0.15], [-0.01, -0.30, 0.04], [-0.08, -0.25, -0.25], [0.01, -0.08, 0.02], [0.05, 0.24, -0.33], [0.32, 0.38, -0.02], [-0.02, 0.25, 0.04], [-0.07, 0.16, 0.37], [0.06, -0.16, -0.07], [-0.11, 0.01, 0.03], [0.10, 0.19, -0.14], [-0.17, 0.24, 0.18], [-0.22, -1.11, -2.89], [0.08, -0.86, 6.29], [-0.35, 0.21, -1.20], [0.03, -0.20, -0.07], [0.17, 0.10, 0.07], [0.54, 1.68, -2.38], [-0.19, -0.11, 0.08], [0.06, -0.05, 0.06], [0.03, 0.06, -0.03], [0.00, -0.05, 0.01], [-0.05, 0.02, -0.07], [-0.05, 0.07, -0.01], [-0.05, -0.09, -0.07], [-0.03, -0.05, -0.06], [0.02, 0.06, 0.01], [0.08, 0.00, 0.06], [0.12, -0.14, 0.27], [1.08, 1.49, -3.05], [-3.57, -0.89, 7.65], [1.28, -0.02, -0.84], [-0.04, 0.12, -0.73], [-0.17, -0.21, -0.13], [1.20, -0.69, -3.17], [0.23, 0.18, 0.06], [-0.09, 0.02, -0.02], [0.04, -0.10, -0.04], [-0.03, 0.07, 0.01], [0.10, 0.05, -0.03], [0.04, -0.08, 0.07], [0.04, 0.21, -0.05], [0.12, 0.19, -0.01], [-0.06, -0.12, 0.02], [-0.16, -0.05, -0.04], [0.02, 0.15, -0.32], [-2.15, -0.21, 2.09], [5.26, 2.04, -1.57], [-0.89, -0.22, 0.01], [-0.06, -0.07, 0.37], [0.19, 0.00, -0.07], [-2.16, -1.79, -0.57], [-0.23, 0.32, 0.03], [0.09, -0.04, 0.04], [-0.04, -0.04, -0.04], [0.03, 0.02, 0.05], [-0.10, -0.04, -0.08], [-0.13, 0.10, -0.10], [-0.03, 0.10, 0.13], [-0.15, 0.11, 0.12], [0.09, -0.08, -0.14], [0.17, -0.22, 0.08], [0.33, -0.27, -0.23], [-1.84, 2.56, 0.12], [4.61, -4.01, 2.63], [-0.53, 0.73, -0.71], [-0.23, 0.23, -0.01], [-0.13, -0.23, 0.00], [-2.38, 0.65, -1.89], [0.37, 0.20, -0.02], [-0.02, -0.05, 0.08], [-0.02, -0.01, 0.00], [-0.04, 0.11, -0.06], [0.00, 0.08, -0.05], [0.03, 0.00, -0.08], [0.01, 0.12, 0.04], [-0.03, 0.07, 0.04], [-0.01, -0.03, -0.04], [-0.08, -0.12, 0.10]]
}

{
  "formula": "C15H31NO3P2Zr",
  "method": "ωB97M-V/def2-TZVPD",
  "lumo_ev": [-8.60, -8.60],
  "charge": 2,
  "orbital_gap_ev": [2.5, 2.5],
  "symbols": ["P", "P", "C", "C", "H", "H", "H", "H", "C", "H", "H", "H", "C", "H", "H", "H", "C", "H", "H", "H", "C", "H", "H", "H", "Zr", "C", "C", "C", "C", "C", "C", "C", "C", "C", "H", "H", "H", "H", "H", "H", "H", "H", "H", "H", "H", "H", "H", "H", "H", "O", "N", "O", "O"],
  "coordinates": [[0.128, -1.982, -5.263], [-0.398, 1.403, -5.518], [-0.353, -1.068, -6.842], [0.248, 0.341, -6.905], [-1.453, -1.007, -6.852], [-0.040, -1.693, -7.709], [1.358, 0.316, -6.886], [-0.019, 0.818, -7.868], [-1.669, 2.424, -6.264], [-2.022, 3.149, -5.531], [-2.493, 1.807, -6.616], [-1.224, 2.982, -7.093], [0.948, 2.706, -5.525], [0.701, 3.432, -6.307], [1.939, 2.308, -5.779], [1.001, 3.242, -4.573], [-1.003, -3.395, -5.349], [-0.872, -3.945, -4.403], [-0.747, -4.049, -6.209], [-2.044, -3.018, -5.433], [1.792, -2.568, -5.717], [2.538, -1.766, -5.833], [1.745, -3.102, -6.680], [2.142, -3.285, -4.968], [0.926, -3.127, -1.203], [0.915, 2.048, -1.903], [-0.339, 2.567, -1.888], [-1.459, 2.187, -2.805], [-1.992, 0.779, -2.950], [-1.417, 0.269, -4.293], [-0.339, -0.776, -4.010], [0.970, -0.024, -3.619], [1.110, 0.531, -2.209], [2.424, -2.369, 0.323], [1.600, 2.339, -1.073], [-0.626, 3.332, -1.173], [-1.166, 2.542, -3.848], [-2.287, 2.912, -2.665], [-1.730, 0.121, -2.105], [-3.103, 0.784, -2.963], [-2.195, 0.106, -5.081], [-0.636, -1.432, -3.178], [1.193, 0.825, -4.323], [1.816, -0.704, -3.836], [0.469, -0.043, -1.503], [2.139, 0.279, -1.878], [2.464, -1.272, 0.370], [3.399, -2.709, -0.051], [2.457, -2.664, 1.388], [-0.792, 1.448, 1.214], [-1.345, 0.368, 1.343], [-2.296, 0.099, 2.066], [-0.466, -2.157, -0.640]],
  "atomic_forces_ev_per_a": [[-1.43, 0.10, -4.15], [-0.19, 1.86, -1.61], [0.27, -0.67, 0.17], [0.00, -0.48, 0.19], [0.30, -0.15, -0.09], [-0.23, 0.44, 0.56], [-0.63, 0.05, 0.21], [0.00, -0.02, 0.59], [-0.33, -0.09, -0.38], [-0.17, -0.03, -0.08], [-0.20, 0.18, -0.08], [-0.24, -0.19, 0.01], [0.08, -0.04, 0.72], [-0.22, -0.26, 0.16], [-0.32, -0.20, 0.32], [0.06, -0.09, -0.03], [0.08, 0.01, 0.59], [-0.35, -0.13, -0.42], [-0.14, 0.44, 0.50], [0.60, -0.31, 0.09], [0.58, 0.02, 0.66], [-0.37, -0.19, 0.22], [-0.42, 0.24, 0.31], [0.13, 0.17, -0.09], [-1.78, 2.23, 3.24], [-1.60, -1.37, 2.08], [1.18, -0.23, 0.00], [-0.66, 2.38, -0.98], [-0.17, 0.10, -0.56], [0.74, -0.33, -1.52], [1.10, -0.53, 1.15], [0.88, -0.17, -0.57], [0.80, 0.14, 0.68], [0.20, -0.33, -0.31], [-0.50, 0.24, -1.01], [0.54, 0.34, -0.26], [-0.10, -0.19, 1.44], [0.26, -0.54, 0.49], [0.17, 0.20, -0.40], [0.71, 0.02, -0.29], [0.32, -0.74, 0.90], [-0.08, 0.38, 0.21], [-0.16, -0.90, 0.53], [-0.18, 0.19, 0.42], [0.19, 0.41, -0.38], [-0.46, 0.25, -0.25], [-0.22, -0.08, -0.28], [0.17, 0.04, -0.18], [-0.57, -0.20, -0.44], [-0.40, -1.06, -0.06], [-1.19, 0.58, 1.11], [1.71, 0.33, -1.34], [2.22, -1.78, -1.78]]
}